Record 1
The following is a quantum chemistry calculation of a gas-phase ion, C2H6O3PS (charge -1) in a non-equilibrium geometry, from the Open Molecules 2025 dataset.

Geometry (Å):
S  2.69  0.45  0.66
P  0.76  -0.18  0.80
O  -0.47  0.97  0.74
O  0.57  -0.86  -0.68
O  0.30  -1.13  1.87
C  -0.30  -1.97  -0.72
C  -0.54  2.15  -0.05
H  0.58  2.57  -0.07
H  -1.32  2.84  0.49
H  -0.34  -2.27  -1.75
H  0.17  -2.71  0.04
H  -0.84  1.82  -1.11
H  -1.24  -1.67  -0.22

Calculated values
relative energy (zero: lowest compared OMol25 entry of this formula, charge and spin) = 0.1815 eV
Kohn-Sham gap = 7.8 eV
HOMO energy = -3.993 eV
net charge = -1
max |F| = 3.3 eV/Å

Results of the natural (NBO) charge analysis, in e, for atoms 1 through 6:
1 S -0.811
2 P 2.094
3 O -0.849
4 O -0.845
5 O -1.149
6 C -0.270



Record 2
The following is a quantum chemistry calculation of C2H6O3S in the gas phase in a non-equilibrium geometry, from the Open Molecules 2025 dataset.

Geometry (Å):
S  0.43  -0.45  1.19
O  0.64  1.48  -0.67
O  0.10  -0.48  -1.46
O  2.16  -0.21  -0.55
C  -1.32  -0.72  1.06
C  0.88  0.08  -0.49
H  -1.80  -0.78  2.15
H  -0.85  -0.06  -1.38
H  2.54  0.60  -0.92
H  -1.65  -1.57  0.43
H  -1.66  0.18  0.50
H  0.53  1.93  0.14

Calculated values
relative energy (zero: lowest compared OMol25 entry of this formula, charge and spin) = 0.8183 eV
Kohn-Sham gap = 9.6 eV
HOMO energy = -9.035 eV
max |F| = 3.7 eV/Å

Results of the natural (NBO) charge analysis, in e, for atoms 1 through 6:
1 S 0.162
2 O -0.763
3 O -0.701
4 O -0.682
5 C -0.789
6 C 0.624



Record 3
The following is a quantum chemistry calculation of 2 unconnected molecules or ions with the total composition C2H6O3Si in a non-equilibrium geometry, from the Open Molecules 2025 dataset.

Geometry (Å):
Si  0.88  -0.06  0.26
O  -0.48  -0.62  1.05
O  -2.48  1.29  1.54
O  1.80  -0.26  -3.11
C  1.45  -0.83  -2.13
C  0.86  -1.36  -1.10
H  1.00  1.11  -0.52
H  -1.75  1.90  1.47
H  -0.96  -0.10  1.69
H  0.69  -2.39  -1.17
H  -3.08  1.41  0.77
H  2.06  -0.09  1.25

Calculated values
relative energy (zero: lowest compared OMol25 entry of this formula, charge and spin) = 0.7760 eV
Kohn-Sham gap = 9.6 eV
HOMO energy = -9.335 eV
max |F| = 3.6 eV/Å

Results of the natural (NBO) charge analysis, in e, for atoms 1 through 6:
1 Si 1.437
2 O -1.076
3 O -0.952
4 O -0.483
5 C 0.710
6 C -0.958



Record 4
The following is a quantum chemistry calculation of a molecular structure, C2H6O4S2 in a non-equilibrium geometry, from the Open Molecules 2025 dataset.

Geometry (Å):
S  -2.40  0.88  0.74
S  -0.22  0.80  -0.62
O  -1.79  0.49  -0.83
O  0.35  1.34  -1.80
O  -1.78  -0.05  1.64
O  -0.25  1.62  0.57
C  1.95  -0.52  0.11
C  0.50  -0.79  -0.23
H  2.00  0.20  0.92
H  -3.61  0.17  0.35
H  -0.07  -1.17  0.61
H  0.38  -1.42  -1.11
H  2.46  -0.10  -0.76
H  2.46  -1.44  0.41

Calculated values
relative energy (zero: lowest compared OMol25 entry of this formula, charge and spin) = 1.9355 eV
Kohn-Sham gap = 10.8 eV
HOMO energy = -10.332 eV
max |F| = 3.3 eV/Å

Results of the natural (NBO) charge analysis, in e, for atoms 1 through 6:
1 S 1.403
2 S 2.357
3 O -0.883
4 O -0.900
5 O -0.941
6 O -0.948



Record 5
The following is a quantum chemistry calculation of 2 unconnected molecules or ions with the total composition C2H6OP2 in a non-equilibrium geometry, from the Open Molecules 2025 dataset.

Geometry (Å):
P  -1.79  0.59  -0.20
P  -0.06  -0.60  -0.15
O  0.84  0.71  0.27
C  -2.94  -0.47  0.28
C  2.22  0.54  0.27
H  0.70  -0.67  -2.45
H  2.42  -0.24  -0.42
H  2.72  1.41  -0.03
H  2.52  0.13  1.19
H  -3.86  0.08  0.69
H  -2.78  -1.47  0.56

Calculated values
relative energy (zero: lowest compared OMol25 entry of this formula, charge and spin) = 3.1647 eV
Kohn-Sham gap (spin up / spin down) = 7.9 / 7.3 eV
HOMO energy (spin up / spin down) = -8.824 / -8.074 eV
max |F| = 2.9 eV/Å

Results of the natural (NBO) charge analysis, in e, for atoms 1 through 6:
1 P 0.399
2 P 0.641
3 O -0.820
4 C -0.824
5 C -0.243
6 H -0.162



Record 6
The following is a quantum chemistry calculation of 2 unconnected molecules or ions with the total composition C2H6OS in a non-equilibrium geometry, from the Open Molecules 2025 dataset.

Geometry (Å):
S  1.16  -1.60  -1.10
O  -1.44  1.00  1.63
C  0.97  0.04  -2.05
C  -1.27  0.74  2.82
H  1.80  0.69  -1.84
H  0.14  -2.39  -1.59
H  -0.03  0.43  -1.66
H  0.79  -0.14  -3.15
H  -1.30  1.42  3.70
H  -0.84  -0.19  3.25

Calculated values
relative energy (zero: lowest compared OMol25 entry of this formula, charge and spin) = 1.2957 eV
multiplicity = 2
Kohn-Sham gap (spin up / spin down) = 2.3 / 5.8 eV
HOMO energy (spin up / spin down) = 1.004 / -2.565 eV
net charge = -1
max |F| = 4.3 eV/Å

Results of the natural (NBO) charge analysis, in e, for atoms 1 through 6:
1 S -0.110
2 O -0.785
3 C -0.716
4 C -0.220
5 H 0.221
6 H 0.122



Record 7
The following is a quantum chemistry calculation of 2 unconnected molecules or ions with the total composition C2H6OS2 in a non-equilibrium geometry, from the Open Molecules 2025 dataset.

Geometry (Å):
S  -1.60  0.70  -1.12
S  -1.66  -0.81  0.24
O  1.27  0.21  1.48
C  2.26  0.53  0.86
C  2.85  -0.34  -0.19
H  2.19  -1.18  -0.39
H  3.69  -0.94  0.19
H  -0.59  -0.64  1.05
H  -0.73  0.19  -2.02
H  3.08  0.21  -1.10
H  2.74  1.50  1.09

Calculated values
relative energy (zero: lowest compared OMol25 entry of this formula, charge and spin) = 0.1391 eV
Kohn-Sham gap = 9.7 eV
HOMO energy = -9.180 eV
max |F| = 1.3 eV/Å

Results of the natural (NBO) charge analysis, in e, for atoms 1 through 6:
1 S -0.125
2 S -0.163
3 O -0.541
4 C 0.448
5 C -0.740
6 H 0.239



Record 8
The following is a quantum chemistry calculation of 2 unconnected molecules or ions with the total composition C2H6OS2 in a non-equilibrium geometry, from the Open Molecules 2025 dataset.

Geometry (Å):
S  3.22  2.32  2.25
S  1.86  1.60  3.62
O  -2.83  -1.28  -1.33
C  -0.64  -0.24  -1.41
C  -1.55  -1.11  -1.86
H  -1.36  -1.97  -2.49
H  2.20  0.32  3.40
H  -1.13  0.43  -0.71
H  -2.74  -2.05  -0.77
H  0.38  -0.31  -1.77
H  2.59  2.30  1.07

Calculated values
relative energy (zero: lowest compared OMol25 entry of this formula, charge and spin) = 2.2851 eV
multiplicity = 2
Kohn-Sham gap (spin up / spin down) = 6.0 / 1.9 eV
HOMO energy (spin up / spin down) = -12.072 / -12.072 eV
net charge = +1
max |F| = 2.1 eV/Å

Results of the natural (NBO) charge analysis, in e, for atoms 1 through 6:
1 S 0.394
2 S 0.225
3 O -0.714
4 C -0.522
5 C 0.159
6 H 0.165



Record 9
The following is a quantum chemistry calculation of C2H6OS5 in the gas phase in a non-equilibrium geometry, from the Open Molecules 2025 dataset.

Geometry (Å):
S  1.47  0.06  -1.12
S  -1.80  -0.48  -1.24
S  -2.00  1.60  -0.80
S  -0.07  -0.88  0.05
S  2.37  1.71  -0.50
O  -2.93  -1.22  -0.62
C  2.74  -1.28  -0.84
C  -2.85  1.38  0.80
H  -3.61  0.65  0.87
H  -3.36  2.24  1.02
H  2.96  -1.42  0.23
H  2.29  -2.18  -1.01
H  -2.24  1.29  1.72
H  3.41  -1.21  -1.68

Calculated values
relative energy (zero: lowest compared OMol25 entry of this formula, charge and spin) = 0.0000 eV
Kohn-Sham gap = 8.0 eV
HOMO energy = -8.540 eV
max |F| = 3.3 eV/Å

Results of the natural (NBO) charge analysis, in e, for atoms 1 through 6:
1 S 0.468
2 S 1.038
3 S 0.051
4 S -0.181
5 S -0.417
6 O -0.897



Record 10
The following is a quantum chemistry calculation of 2 unconnected molecules or ions with the total composition C2H6S in a non-equilibrium geometry, from the Open Molecules 2025 dataset.

Geometry (Å):
S  1.97  -0.03  0.19
C  -0.79  -0.75  0.04
C  0.12  0.45  0.19
H  0.02  1.02  -0.72
H  1.81  1.69  -0.77
H  -1.79  -0.51  -0.16
H  -0.09  1.10  1.05
H  -0.39  -1.51  -0.69
H  -0.86  -1.47  0.88

Calculated values
relative energy (zero: lowest compared OMol25 entry of this formula, charge and spin) = 2.9316 eV
Kohn-Sham gap = 8.1 eV
HOMO energy = -9.176 eV
max |F| = 5.1 eV/Å

Results of the natural (NBO) charge analysis, in e, for atoms 1 through 6:
1 S -0.066
2 C -0.646
3 C -0.474
4 H 0.200
5 H 0.127
6 H 0.218